a | This record from the OMol25 dataset describes a cluster of 2 separate species, C3H7O3 in total. The level of theory is ωB97M-V/def2-TZVPD.

The net charge is -1. For the LUMO energy, the calculation gives 4.08 eV. Its HOMO energy is -3.98 eV.

Element x y z (Å)
C 0.64898 0.53891 -1.47922
C 0.72813 1.07347 -0.05299
O -0.39769 1.21957 0.54391
O 1.83008 1.26032 0.48932
H -0.40996 0.36361 -1.64986
H 1.22280 -0.37472 -1.58926
H 0.92946 1.31701 -2.19201
C -0.66849 -2.03125 0.46653
O -1.93216 -1.44264 0.20631
H -1.82445 -0.49757 0.31684
H -0.48977 -2.04405 1.54066
H 0.10229 -1.60296 -0.16429
H -0.79486 -3.07635 0.15285

Results of the Mulliken charge analysis, in e, for atoms 1 through 5: number 1, C, carries -0.91; number 2, C, carries 0.63; number 3, O, carries -0.75; number 4, O, carries -0.73; number 5, H, carries 0.26


b | This record from the OMol25 dataset describes a cluster of 2 separate species, C3H7O3 in total. The level of theory is ωB97M-V/def2-TZVPD.

The net charge is -1. For the LUMO energy, the calculation gives 3.55 eV. Its HOMO energy is -3.98 eV.

Element x y z (Å)
C -0.58900 1.40977 -0.91889
O -0.35041 2.45858 -1.86809
H 0.32316 3.03777 -1.50616
H -0.80948 1.80907 0.07269
H 0.24895 0.72036 -0.81186
H -1.47015 0.88956 -1.29048
C 0.69875 -1.86237 0.46887
C -0.06590 -0.94252 1.46011
O -1.24540 -0.64961 1.16211
O 0.59366 -0.62336 2.47614
H 0.38785 -1.71303 -0.57024
H 0.51295 -2.90852 0.74541
H 1.76505 -1.62568 0.58039

Results of the Mulliken charge analysis, in e, for atoms 1 through 5: number 1, C, carries -0.40; number 2, O, carries -0.56; number 3, H, carries 0.29; number 4, H, carries 0.28; number 5, H, carries 0.14


c | This record from the OMol25 dataset describes a cluster of 2 separate species, C3H7O3 in total. The level of theory is ωB97M-V/def2-TZVPD.

The net charge is -1. For the LUMO energy, the calculation gives 4.21 eV. Its HOMO energy is -4.52 eV.

Element x y z (Å)
O 1.64668 -2.05468 -0.35333
C 2.34046 -1.36472 0.42850
O 1.98050 -0.52019 1.27634
H 3.43512 -1.58977 0.37306
H 0.52271 0.38789 1.24895
C -1.09945 0.14438 0.19937
O -0.38271 0.76874 1.24792
C -1.40445 1.08924 -0.97353
H -0.48005 -0.68148 -0.17208
H -2.03674 -0.24923 0.60406
H -1.02444 0.81558 -1.96053
H -2.48943 1.16389 -1.11825
H -1.00821 2.09036 -0.80049

Results of the Mulliken charge analysis, in e, for atoms 1 through 5: number 1, O, carries -0.65; number 2, C, carries 0.00; number 3, O, carries -0.72; number 4, H, carries 0.35; number 5, H, carries 0.50


Short version: b is the least stable of them.


a | This record from the OMol25 dataset describes a cluster of 2 separate species, C3H7O3 in total. The level of theory is ωB97M-V/def2-TZVPD.

The net charge is -1. For the LUMO energy, the calculation gives 4.30 eV. Its HOMO energy is -4.35 eV.

Element x y z (Å)
O -0.93215 1.47900 -1.29330
C -2.00032 1.08121 -0.85638
O -2.31243 -0.08215 -0.48397
H -2.81520 1.83478 -0.66814
H -0.81338 0.02114 1.32923
C 0.51720 -0.96576 0.48744
O 0.00924 -0.37148 1.66916
C 1.75259 -0.17664 -0.00610
H 0.74678 -2.03479 0.52288
H -0.21449 -0.84780 -0.30795
H 1.31735 0.77454 -0.31204
H 2.49926 -0.07411 0.78501
H 2.24555 -0.63794 -0.86583

Results of the Mulliken charge analysis, in e, for atoms 1 through 5: number 1, O, carries -0.59; number 2, C, carries -0.08; number 3, O, carries -0.70; number 4, H, carries 0.39; number 5, H, carries 0.37


b | This record from the OMol25 dataset describes a cluster of 2 separate species, C3H7O3 in total. The level of theory is ωB97M-V/def2-TZVPD.

The net charge is -1. For the LUMO energy (alpha / beta), the calculation gives 3.87 / 3.87 eV. Its HOMO energy (alpha / beta) is -3.06 / -3.06 eV.

Element x y z (Å)
C -0.96538 -1.52011 -0.23099
O 0.31944 -1.03106 -0.53143
C 0.81656 -0.20155 0.46717
C 1.62902 0.90344 -0.03034
O 2.56089 0.75405 -0.81892
H -1.28027 -2.15774 -1.06578
H -0.96153 -2.12028 0.69579
H -1.68968 -0.69373 -0.12647
H 1.25557 -0.75012 1.32031
H 0.31175 0.82387 1.00617
H 0.74584 1.77925 -0.36987
O -0.99060 2.37788 -0.27050
H -1.75161 1.83611 -0.04514

Results of the Mulliken charge analysis, in e, for atoms 1 through 5: number 1, C, carries -0.54; number 2, O, carries -0.25; number 3, C, carries -0.32; number 4, C, carries -0.07; number 5, O, carries -0.47


c | This record from the OMol25 dataset describes a cluster of 2 separate species, C3H7O3 in total. The level of theory is ωB97M-V/def2-TZVPD.

The net charge is -1. For the LUMO energy, the calculation gives 2.82 eV. Its HOMO energy is -2.00 eV.

Element x y z (Å)
C 0.94969 0.58225 -1.93624
O 1.77152 1.62124 -2.15454
C -0.13993 0.86431 -0.87752
H 1.47779 -0.34510 -1.59663
H 0.38329 0.26542 -2.84750
H -0.78405 -0.01596 -0.67932
H -0.78828 1.67175 -1.23093
H 0.31930 1.20649 0.05502
O 0.89825 -1.46660 2.20822
C -0.21516 -1.06890 2.23812
O -1.27734 -1.91024 2.20980
H -0.50540 -0.00730 2.31925
H -2.08967 -1.39736 2.29227

Results of the Mulliken charge analysis, in e, for atoms 1 through 5: number 1, C, carries -0.29; number 2, O, carries -0.88; number 3, C, carries -0.74; number 4, H, carries 0.13; number 5, H, carries 0.14


Short version: b is the least stable of them.


a | This record from the OMol25 dataset describes an isolated molecule of C5H11NO. The level of theory is ωB97M-V/def2-TZVPD.

The structure (SMILES) is CCN(C)C(C)=O. For the LUMO energy, the calculation gives 0.82 eV. Its HOMO energy is -9.35 eV.

Element x y z (Å)
C -2.07464 0.39845 -0.36359
C -0.72950 0.77763 0.10930
N 0.43290 0.07161 -0.40412
C 1.26624 0.80460 -1.33885
C 1.06470 -1.00204 0.15432
C 0.56851 -1.26873 1.52497
O 1.89929 -1.73669 -0.49402
H -2.08697 0.31675 -1.53324
H -2.95628 0.89735 0.01743
H -2.13712 -0.68093 -0.18868
H -0.52249 1.88520 0.17275
H -0.77803 0.66848 1.14585
H 1.09388 0.76753 -2.39599
H 1.06682 1.80858 -1.14174
H 2.31695 0.46047 -1.04394
H 1.17826 -2.19255 1.86940
H -0.42945 -1.61641 1.61710
H 0.82692 -0.35929 2.29308

Results of the Mulliken charge analysis, in e, for atoms 1 through 5: number 1, C, carries -1.12; number 2, C, carries -0.63; number 3, N, carries 0.21; number 4, C, carries -0.99; number 5, C, carries 0.81


b | This record from the OMol25 dataset describes an isolated molecule of C5H11NO. The level of theory is ωB97M-V/def2-TZVPD.

The structure (SMILES) is CCCCC(N)=O. For the LUMO energy, the calculation gives 0.88 eV. Its HOMO energy is -9.86 eV.

Element x y z (Å)
C -0.27918 -0.84079 1.92696
C -0.97831 0.26098 1.08616
C -0.04893 1.27516 0.43244
C 0.83512 0.62454 -0.63339
C 0.07503 0.05812 -1.79219
N 0.60450 -1.08661 -2.34016
O -0.89919 0.60032 -2.26898
H -0.22502 -1.78066 1.35544
H 0.77170 -0.66536 2.15606
H -0.95574 -1.05039 2.74338
H -1.76586 0.70109 1.69807
H -1.56036 -0.22775 0.29410
H 0.61627 1.63417 1.21822
H -0.52531 2.16729 0.04660
H 1.63931 0.03174 -0.21451
H 1.45249 1.45293 -0.99716
H -0.01944 -1.58405 -2.95513
H 1.26292 -1.57072 -1.75591

Results of the Mulliken charge analysis, in e, for atoms 1 through 5: number 1, C, carries -1.04; number 2, C, carries -0.57; number 3, C, carries -0.80; number 4, C, carries -0.44; number 5, C, carries 0.41


c | This record from the OMol25 dataset describes a cluster of 2 separate species, C5H11NO in total. The level of theory is ωB97M-V/def2-TZVPD.

The structure (SMILES) is C=C/C=C/NC.O. For the LUMO energy, the calculation gives 0.82 eV. Its HOMO energy is -7.61 eV.

Element x y z (Å)
C -1.81790 -0.32895 2.33447
C -0.82217 0.47039 1.98345
C -0.44134 0.73328 0.57026
C 0.80767 0.47070 0.15708
N 1.31783 0.72739 -1.08278
C 0.44446 1.05867 -2.17458
H -2.35809 -0.48795 3.26466
H -2.42797 -0.77650 1.54396
H -0.12318 0.84370 2.72594
H -1.26437 1.04214 -0.06001
H 1.49516 -0.03889 0.82964
H 2.20778 0.31014 -1.30345
H -0.09200 1.98984 -1.96973
H 1.02134 1.25605 -3.07236
H -0.27408 0.25009 -2.36655
O 1.03111 -2.28524 -0.62514
H 0.16346 -2.00663 -0.28504
H 1.13230 -3.22823 -0.46981

Results of the Mulliken charge analysis, in e, for atoms 1 through 5: number 1, C, carries -0.73; number 2, C, carries -0.32; number 3, C, carries -0.28; number 4, C, carries -0.36; number 5, N, carries -0.16


d | This record from the OMol25 dataset describes a structure of composition C5H11NO. The level of theory is ωB97M-V/def2-TZVPD.

For the LUMO energy, the calculation gives -0.60 eV. Its HOMO energy is -8.49 eV.

Element x y z (Å)
C -2.19557 0.02194 -0.67741
C -0.78627 0.45168 -1.13018
C 0.37171 -0.29007 -0.51517
C 0.54328 -1.62637 -0.65801
C 1.96712 0.91038 -0.55968
N 1.09632 0.61948 0.37354
H -2.86897 0.75843 -1.12051
H -2.25331 0.16658 0.40873
H -2.49221 -0.97366 -1.00094
H -0.76199 0.39200 -2.23810
H -0.68910 1.52554 -1.01283
H -0.24410 -2.19005 -1.14888
H 1.37137 -2.09961 -0.12728
H 1.95890 1.90181 -1.04931
H 2.81250 0.27311 -0.81536
H 0.22750 0.23226 2.07475
H -0.21378 -0.90189 2.98424
O -0.44120 -0.00696 2.73602

Results of the Mulliken charge analysis, in e, for atoms 1 through 5: number 1, C, carries -1.04; number 2, C, carries -0.79; number 3, C, carries 0.82; number 4, C, carries -0.91; number 5, C, carries -0.40


Short version: d is the least stable of them.